The following is a quantum chemistry calculation of one molecule with the formula C6H7NO2S, from the OMol25 dataset.

```
17
Properties=species:S:1:pos:R:3
C -0.32642 1.56151 1.68060
C 0.58306 1.60394 0.73850
C 1.22039 -0.03145 0.08870
N 2.59849 0.11699 -0.35302
O 3.45747 0.13794 0.50617
O 2.81464 0.31628 -1.55363
C 0.28172 -0.39914 -1.14466
C -0.18931 -1.77156 -0.96669
C -0.00074 -2.23117 0.31100
S 0.99315 -1.22095 1.41707
H -0.93610 2.36159 2.04119
H -0.69289 0.62223 2.01918
H 1.24525 2.51568 0.43398
H 0.80310 -0.11656 -2.08072
H -0.49674 0.29406 -1.12584
H -0.85476 -2.12974 -1.71220
H 0.00895 -3.32968 0.58082
```

Results
electronic energy: -22749.8288 eV
gap between HOMO and LUMO: 8.59 eV
HOMO energy: -8.73 eV
energy relative to the best compared isomer or geometry (same formula, charge and spin): 586.0 kJ/mol


The following is a quantum chemistry calculation of one molecule with the formula C6H7NO3, from the OMol25 dataset.

```
17
Properties=species:S:1:pos:R:3
N 2.83801 0.24978 -0.45770
C 1.85962 0.54879 0.40405
O 1.80705 1.60865 1.02535
C 0.84589 -0.53389 0.66077
O 0.48674 -1.36882 -0.43445
C -0.47189 -0.45091 0.02606
C -1.06768 0.66798 -0.83424
C -2.40177 0.35255 -0.16163
O -3.48440 0.87105 -0.19436
C -1.83491 -0.84494 0.59689
H 2.62092 -0.15971 -1.35594
H 3.77595 0.58254 -0.21546
H 0.94169 -1.02599 1.63267
H -1.07240 0.43627 -1.90964
H -0.68592 1.68655 -0.68133
H -1.94762 -0.81571 1.68855
H -2.20929 -1.80420 0.21041
```

Results
electronic energy: -13966.2164 eV
gap between HOMO and LUMO: 10.53 eV
HOMO energy: -9.85 eV
energy relative to the best compared isomer or geometry (same formula, charge and spin): 168.4 kJ/mol


The following is a quantum chemistry calculation of one molecule with the formula C6H7NO3, from the OMol25 dataset.

```
17
Properties=species:S:1:pos:R:3
C -0.88134 0.08937 1.12441
C -1.89860 -0.08604 0.30402
C 0.10133 0.88913 -0.15505
C -1.28112 0.49359 -0.87121
C 1.19147 -0.16510 -0.43028
C 2.40079 -0.11939 0.50564
N -3.09012 -0.72831 0.48727
O 0.45039 2.06526 0.21516
O -3.99374 -0.52825 -0.29693
O 0.89293 -1.34817 -1.08458
H -0.54942 0.26202 2.17086
H -1.16023 -0.03717 -1.75580
H -1.85982 1.43295 -1.05018
H 3.33741 -0.61734 0.00090
H 2.04408 -0.63316 1.38083
H 2.65814 0.97105 0.70012
H 1.63786 -1.94045 -1.24521
```

Results
electronic energy: -13959.8573 eV
gap between HOMO and LUMO (alpha / beta): 6.45 / 6.58 eV
HOMO energy (alpha / beta): -7.89 / -7.95 eV
energy relative to the best compared isomer or geometry (same formula, charge and spin): 781.9 kJ/mol


The following is a quantum chemistry calculation of one molecule with the formula C6H7NS, from the OMol25 dataset.

```
15
Properties=species:S:1:pos:R:3
C 1.01199 2.56771 -0.07768
C 0.88558 1.37776 -0.05512
C 0.66377 -0.08021 -0.06156
N 1.60447 -0.94700 -0.06397
S 3.20237 -0.40311 0.04769
C -0.73169 -0.55328 0.01280
C -0.99774 -1.83741 -0.09180
C -1.88565 0.45978 0.10652
H 1.16269 3.62997 -0.10244
H 3.68857 -1.68303 0.10013
H -2.00093 -2.25953 -0.04955
H -0.13048 -2.49998 -0.15689
H -2.85799 -0.00189 0.01326
H -1.77822 1.18960 -0.66648
H -1.83675 1.04063 1.04509
```

Results
electronic energy: -18657.5270 eV
gap between HOMO and LUMO: 8.58 eV
HOMO energy: -8.50 eV
energy relative to the best compared isomer or geometry (same formula, charge and spin): 310.9 kJ/mol


Repeat the third record exactly.
The following is a quantum chemistry calculation of one molecule with the formula C6H7NO3, from the OMol25 dataset.

```
17
Properties=species:S:1:pos:R:3
C -0.88134 0.08937 1.12441
C -1.89860 -0.08604 0.30402
C 0.10133 0.88913 -0.15505
C -1.28112 0.49359 -0.87121
C 1.19147 -0.16510 -0.43028
C 2.40079 -0.11939 0.50564
N -3.09012 -0.72831 0.48727
O 0.45039 2.06526 0.21516
O -3.99374 -0.52825 -0.29693
O 0.89293 -1.34817 -1.08458
H -0.54942 0.26202 2.17086
H -1.16023 -0.03717 -1.75580
H -1.85982 1.43295 -1.05018
H 3.33741 -0.61734 0.00090
H 2.04408 -0.63316 1.38083
H 2.65814 0.97105 0.70012
H 1.63786 -1.94045 -1.24521
```

Results
electronic energy: -13959.8573 eV
gap between HOMO and LUMO (alpha / beta): 6.45 / 6.58 eV
HOMO energy (alpha / beta): -7.89 / -7.95 eV
energy relative to the best compared isomer or geometry (same formula, charge and spin): 781.9 kJ/mol


- Which of these has the lowest energy relative to the best compared isomer or geometry (same formula, charge and spin)?
  number 2